The following is a quantum chemistry calculation of a 2-piece molecular cluster, C6H6NO3S2 overall in a non-equilibrium geometry, from OMol25.

Structure (XYZ):
```
18
Properties=species:S:1:pos:R:3:lowdin_spin:R:1
C -2.21353 -1.33526 -0.27397 0.03
C -1.63480 -1.48182 1.01155 0.02
C -1.61206 -0.25566 -0.87024 0.01
C -0.57984 -0.61740 1.02251 0.03
C 3.05939 -0.10420 -0.05754 0.45
C 0.54146 0.98028 -0.57519 0.62
N -0.59049 0.25520 -0.05036 0.11
O 3.38084 0.56695 0.84699 0.22
O -2.06037 0.43231 -2.02579 0.01
O 0.32118 -0.34458 2.08502 0.01
S 3.15726 -1.27409 -1.11567 0.32
S 0.92095 2.57371 0.25150 0.12
H -2.90180 -2.04245 -0.67712 0.00
H -1.85042 -2.17523 1.73842 0.00
H 0.34186 1.28300 -1.67501 0.02
H -1.47456 1.19225 -1.97877 0.00
H 1.10376 0.04425 1.70638 0.01
H 2.09114 2.30276 0.63728 0.01
```

Values from the calculation:
Net charge: -1
Spin multiplicity: 3
Frontier orbital gap (alpha / beta) (eV): 3.369 / 6.571